Record 1
This record from the OMol25 dataset describes a single C9H10N2S molecule in a non-equilibrium geometry. The level of theory is wB97M-V/def2-TZVPD.

Geometry as XYZ:
```
22
Properties=species:S:1:pos:R:3:forces:R:3:mulliken_charge:R:1
H -1.860060 -3.064342 1.069903 -0.331 0.538 -0.640 0.324
N -3.186615 -0.155741 -2.365889 1.716 -0.012 1.428 -0.499
C -0.149587 0.769094 -0.746783 -0.512 -0.036 -0.619 0.048
H -3.107589 -1.882483 0.490963 0.333 -0.261 -0.097 0.358
C 0.025430 -1.249314 1.058259 -0.127 0.470 -0.591 -0.679
H 1.229776 3.852711 -2.246609 -0.163 0.298 -0.211 0.375
H 2.108849 2.423315 -1.717813 -0.160 -0.051 -0.025 0.276
H 2.825972 0.655929 1.655160 -0.552 -0.497 0.046 0.321
H 1.213679 3.370152 -0.514565 -0.147 -0.177 -0.710 0.269
C 0.978291 -0.248985 0.955590 0.162 0.539 0.075 0.276
C -2.125827 -2.333667 0.268336 0.332 0.422 1.726 -1.514
C 2.169071 -0.210295 1.876504 0.235 0.669 0.107 -1.197
H 2.759030 -1.107132 1.759725 0.205 -0.358 -0.012 0.317
C -1.162007 -0.223449 -0.727040 0.150 0.272 0.057 0.662
C -1.070702 -1.257383 0.203766 -0.106 -0.030 -0.045 1.104
H 1.870808 -0.153488 2.933486 -0.032 -0.017 -0.309 0.303
H -2.186064 -2.838233 -0.660284 -0.171 -0.567 -0.977 0.389
H 0.130534 -2.014858 1.786342 0.112 -0.546 0.535 0.407
S -0.278771 2.066831 -1.941904 0.079 -0.042 0.179 -0.020
C 1.206473 3.017049 -1.566643 0.315 -0.232 0.940 -0.854
N 0.887378 0.752353 0.059896 0.160 -0.406 0.476 -0.411
C -2.278071 -0.168064 -1.630399 -1.498 0.025 -1.335 -0.254
```
Forces are in eV/Å.

structure (SMILES)	CSc1nc(C)cc(C)c1C#N
gap between HOMO and LUMO	8.89	eV

---

Record 2
This record from the OMol25 dataset describes a molecular structure, C5H11NO. The level of theory is wB97M-V/def2-TZVPD.

Geometry as XYZ:
```
18
Properties=species:S:1:pos:R:3:forces:R:3:mulliken_charge:R:1
H -3.298856 -0.105740 -0.455771 0.132 -0.106 -0.008 0.231
H -2.801231 -1.242110 0.972726 0.033 0.081 -0.138 0.336
N -1.290620 -0.514229 -0.229931 0.019 0.059 0.135 0.094
H 3.240237 1.532509 0.268546 -0.086 -0.155 -0.002 0.250
O 1.467938 0.958835 -0.514303 -0.060 0.055 -0.007 -0.363
C 0.685533 -0.170255 -0.836190 -0.057 -0.160 -0.210 0.358
H 0.107064 -1.550618 1.058858 0.007 0.081 -0.131 0.481
C -2.546079 -0.613019 0.130268 -0.045 -0.144 -0.067 -0.502
H -1.615956 0.678355 1.878383 0.077 0.112 0.167 0.078
C -0.704891 0.269446 -1.336658 -0.067 0.105 -0.192 -0.897
H -0.865962 0.590759 1.877633 -0.055 0.123 0.174 -0.101
C 2.668154 0.612099 0.126508 0.294 -0.034 0.127 -0.744
C -0.083303 -0.860143 0.248629 -0.095 -0.169 0.049 -0.842
H -1.028042 -0.084304 -2.318193 0.044 0.033 0.135 0.311
H -0.888700 1.339300 -1.210690 0.033 -0.146 -0.034 0.323
H 1.257950 -0.814066 -1.524933 -0.069 0.114 0.061 0.394
H 3.264418 -0.084940 -0.484528 -0.096 0.095 0.076 0.308
H 2.486827 0.150106 1.108648 -0.009 0.056 -0.135 0.282
```
Forces are in eV/Å.

gap between HOMO and LUMO	8.21	eV

---

Record 3
This record from the OMol25 dataset describes a single C35H31N3O4S molecule in a non-equilibrium geometry. The level of theory is wB97M-V/def2-TZVPD.

Geometry as XYZ:
```
74
Properties=species:S:1:pos:R:3:forces:R:3:mulliken_charge:R:1
H -4.399738 3.952562 1.297268 0.311 -0.299 -0.228 0.427
H 1.805671 3.140506 -1.059126 -0.932 0.046 0.500 0.626
O 0.751709 0.204680 2.303695 0.447 -0.049 0.684 -0.651
C -1.152367 2.001136 0.164196 1.040 1.472 -0.382 0.212
H 1.022932 2.227727 -3.015068 0.025 -0.407 -0.214 0.780
H 2.264651 2.008980 -5.315213 -0.070 -0.096 -0.445 0.344
H 2.084575 -5.905321 -4.357778 -0.342 -0.033 0.198 0.337
C 2.468776 4.364160 2.725205 0.356 -0.436 0.134 -0.510
C -3.486747 3.449747 0.964343 0.231 -0.510 -0.147 -0.832
C 1.024594 1.145109 -3.120528 0.833 -0.984 0.152 -0.735
H 0.504421 -0.409376 -0.094502 -1.054 0.709 -0.937 0.567
C 4.686679 3.424375 3.079809 -0.327 -0.191 -0.191 -0.477
H -6.128196 0.102251 0.443140 0.111 -0.120 -0.051 0.240
C 0.987854 -3.454796 -3.387818 0.114 0.716 -0.268 0.452
C 0.794856 2.954984 -0.641155 -0.809 -0.668 0.552 -0.703
H 1.806908 5.242558 2.614174 0.378 -0.680 0.271 0.471
C -5.050564 0.199703 0.319942 0.363 0.634 0.413 -0.750
H 4.264876 5.560458 3.023631 -0.174 -0.499 -0.091 0.371
C 0.197448 1.732431 -0.378082 0.717 0.480 0.715 -0.054
H 0.467625 -2.688518 -1.421713 0.181 -0.073 -0.104 0.463
O 1.085073 -4.728789 -2.912442 -0.447 -0.760 -0.233 -0.392
H 1.123280 5.518258 0.324302 -0.214 0.399 -0.223 0.276
C -2.339788 4.162380 0.669252 -0.410 -0.352 0.196 -1.224
C 1.276752 -3.165582 -4.752697 0.167 0.151 0.673 -0.569
H 5.756316 3.560188 3.311834 -0.687 -0.135 -0.186 0.361
N 4.727933 -6.058750 -1.889232 -0.393 2.318 1.125 -0.575
N 1.210885 0.541465 -4.347547 -0.319 0.124 0.060 0.175
C 1.379506 -1.838272 -5.154263 -0.346 0.073 -0.164 -1.186
H 1.606716 -1.577016 -6.189622 -0.091 -0.205 0.271 0.216
H -4.537423 -0.574256 0.899480 -0.049 0.005 -0.129 0.287
C 2.939031 -1.294488 0.021285 -0.219 -0.244 -0.947 0.203
C 3.545899 -1.404373 -1.241427 0.586 -0.344 -0.077 -0.220
C 2.773787 -2.463881 0.775723 0.150 -0.188 0.100 -0.208
H 3.712886 -0.507181 -1.850821 -0.315 -0.405 0.229 0.299
C 4.441356 -5.027454 -1.412171 -0.173 -1.931 -0.906 -0.114
H 2.264771 -2.482945 1.730756 -0.007 0.287 -0.101 0.467
C 3.853013 4.547566 2.929365 -0.383 -0.498 0.145 -0.535
C -2.328293 1.296932 0.418316 -1.583 0.181 0.475 0.321
C 3.983901 -2.639091 -1.730933 -0.144 0.166 -0.183 -0.936
H -4.786605 0.127547 -0.740662 0.075 0.030 0.123 0.326
C -1.233821 3.430260 0.252227 0.904 -0.374 -0.801 0.199
C 3.918179 -3.769324 -0.900697 0.223 0.130 -0.349 0.805
C 1.108324 -5.852870 -3.848050 -0.064 1.017 0.552 -0.943
C 4.167813 2.122857 2.895310 -0.054 0.119 -0.143 -0.462
C 2.370178 0.061909 0.347262 1.789 2.396 -1.174 -0.167
C 0.904638 -1.103973 -2.826261 0.421 0.736 -0.735 0.663
C 0.965102 0.184670 -2.123988 0.104 -0.316 -0.426 -0.163
H -2.347405 0.210869 0.314813 -0.153 0.314 0.012 0.454
C 0.949876 0.454073 -0.642535 -0.628 -2.311 2.240 0.360
C 3.322748 -3.673356 0.360408 -0.181 -0.219 -0.363 -1.002
H 4.295786 -2.750609 -2.789247 0.065 0.177 0.939 0.352
H 0.952551 -6.733208 -3.214044 0.096 0.249 -0.312 0.250
C 0.710539 -2.419173 -2.446316 0.620 -1.591 -0.507 -0.277
H 0.853437 2.908892 2.577774 0.502 0.020 -0.247 0.352
S 2.195073 0.254119 2.175685 -1.312 1.404 0.236 1.477
C 0.280393 5.358125 -0.362454 0.257 -0.430 0.021 -0.984
C -3.505205 2.033661 0.768196 1.216 -0.202 -0.673 0.149
N -0.076267 3.960702 -0.287566 0.665 0.027 -0.028 0.265
H 1.906103 0.540872 -6.296590 -0.029 0.333 0.044 0.338
H 4.834927 1.249615 2.957325 -0.399 0.482 -0.057 0.392
O -4.758214 1.504464 0.844701 -0.268 -0.516 0.129 -0.459
C 1.510399 1.254929 -5.570697 -0.107 0.181 0.400 -1.035
H 0.294242 -5.745785 -4.585644 0.292 -0.126 0.280 0.399
H 3.174523 0.846536 0.113711 -0.912 -1.050 0.154 0.624
H 1.487332 -3.969407 -5.467981 -0.125 0.417 0.410 0.409
H 0.585278 5.572060 -1.395904 -0.092 0.280 0.335 0.304
C 1.159749 -0.839673 -4.212070 -0.046 0.533 0.982 -0.162
H 3.204331 -4.574368 0.971547 0.136 0.442 -0.193 0.400
O 3.050894 -0.593538 2.973165 -0.160 -0.129 -0.759 -0.727
C 2.794897 1.932953 2.626901 0.303 0.840 -0.265 0.034
H 0.616223 1.755174 -5.969138 0.253 -0.178 -0.041 0.282
C 1.940404 3.057282 2.646076 -0.041 -0.073 -0.442 -0.219
H -0.581628 5.958823 -0.074972 0.283 0.109 -0.128 0.294
H -2.304618 5.252194 0.711136 -0.153 -0.375 0.101 0.245
```
Forces are in eV/Å.

structure (SMILES)	COc1ccc2c(c1)c(C(c1cn(C)c3ccc(OC)cc13)[C@H](c1ccc(C#N)cc1)S(=O)(=O)c1ccccc1)cn2C
gap between HOMO and LUMO	7.72	eV

---

Record 4
This record from the OMol25 dataset describes 4 unconnected molecules or ions with the total composition C30H62BBrIN3O3Si in a non-equilibrium geometry. The level of theory is wB97M-V/def2-TZVPD.

Geometry as XYZ:
```
102
Properties=species:S:1:pos:R:3:forces:R:3:mulliken_charge:R:1
Br -2.638417 3.909277 2.947448 0.127 0.174 -0.346 -0.371
C -4.399654 1.602067 -6.040698 0.176 -0.063 -0.036 -0.174
C 1.831940 2.295879 0.427066 -0.295 0.488 0.035 -0.798
H -3.952491 6.040115 -0.627396 -0.279 -0.109 0.001 0.371
C -5.177628 4.369998 -0.034035 -1.387 1.498 -0.911 0.038
H 1.597349 5.870446 -3.100944 0.164 0.069 0.053 0.264
Si -2.419715 4.901349 0.902549 -0.112 0.546 0.872 0.194
H 0.234608 -3.733695 2.506448 -0.001 -0.009 0.028 0.389
H 1.634586 -4.593489 4.447839 0.077 -0.110 -0.017 0.370
C -1.455770 6.507237 1.262525 -0.295 0.252 -0.756 -1.392
C -4.130697 5.452681 0.280338 0.566 -1.193 0.515 -0.327
H -7.145164 1.564212 -4.120890 0.073 -0.121 0.002 0.367
H -0.128301 -5.393624 2.057766 0.012 -0.031 0.030 0.336
H -6.057513 -0.510583 -3.991518 -0.066 0.184 -0.007 0.329
H -3.238401 -0.199424 -6.446573 -0.014 -0.008 -0.017 0.295
H 6.121371 -3.530057 3.514441 0.015 0.035 -0.055 0.348
C -0.205853 -7.364275 4.048508 -0.031 -0.190 -0.075 -0.326
H 4.596023 -2.381096 -1.265975 -0.086 -0.063 0.031 0.302
H 2.228954 3.309458 0.547410 -0.096 -0.105 0.116 0.039
H 6.040696 -4.448919 2.000903 0.012 0.003 0.018 0.307
H -4.562462 6.117291 1.037209 -0.102 -0.087 -0.132 0.400
H -4.896398 -0.949670 -5.189367 0.035 0.083 -0.062 0.357
O -6.199874 4.684641 -0.582272 1.059 -0.628 0.570 -0.476
C 2.603553 -1.333792 0.524931 -0.053 0.090 -0.098 -0.518
H 3.291383 -0.730240 2.461720 0.046 -0.118 0.042 0.312
H -3.164886 0.512279 -3.826383 -0.027 0.015 -0.035 0.160
C 0.787487 -5.152766 4.039325 -0.147 0.173 0.082 -0.829
H 2.191244 1.691585 1.263090 0.113 -0.142 -0.293 0.220
C 1.517632 6.613112 -1.075428 -0.531 0.053 -0.968 0.660
H 6.098026 -3.278091 -1.186287 0.002 0.004 0.025 0.377
H -6.165062 3.716173 -3.185579 -0.010 -0.027 -0.007 0.440
C 0.304772 2.369498 0.464244 1.191 0.029 0.343 -0.242
H 6.630039 -2.568658 0.984601 -0.070 -0.045 0.076 0.368
H 2.918538 -1.264851 -0.515704 -0.008 -0.083 -0.007 0.185
H -0.116181 1.417583 0.116457 -0.215 0.244 -0.088 0.323
H -3.618927 2.054697 -5.408526 0.046 0.033 -0.040 0.124
H 1.770887 -0.638345 0.649289 0.003 -0.016 0.023 0.128
H 2.397536 -8.043232 4.548132 -0.106 -0.005 -0.005 0.375
H 3.304659 -8.156905 2.388405 -0.013 0.002 0.021 0.382
N -5.480385 1.037255 -5.255848 -0.266 0.005 0.027 0.174
H 2.189288 1.944558 -0.544140 -0.002 -0.249 0.209 0.268
H -1.073655 -9.300110 4.395680 -0.001 0.024 -0.005 0.434
C 1.743648 6.810998 -2.559873 -0.029 -0.148 0.588 -1.411
C -0.033932 6.479202 0.745644 -1.094 -0.018 1.368 0.600
N 0.963703 -6.560946 4.354049 0.089 0.225 0.111 0.122
C 0.990519 6.232634 1.634611 0.181 -0.208 0.277 -0.503
H 1.597610 -7.936856 2.030285 -0.021 0.016 0.033 0.302
H -0.082688 -4.794818 4.599088 -0.040 -0.127 0.007 0.400
H -1.984502 7.303471 0.713541 -0.033 -0.143 0.111 0.436
O -0.081369 3.482065 -0.353983 -0.603 -0.170 0.160 -0.173
H 1.538894 -4.797947 2.019874 -0.034 -0.069 -0.050 -0.070
C 5.452132 -4.052992 2.829686 0.034 -0.039 -0.055 -1.432
H 4.184391 -0.016894 1.154962 0.107 -0.074 -0.056 0.374
H 2.761405 7.174439 -2.711997 -0.177 0.042 -0.328 0.383
C 5.237291 -2.953439 -0.597329 0.072 0.052 -0.138 -0.929
C 0.598706 -4.762168 2.569292 0.076 0.165 -0.054 -0.657
H -4.808549 2.411637 -6.651912 -0.110 0.042 0.147 0.436
H -0.399456 -7.421901 2.966025 -0.054 -0.032 -0.009 0.256
H -2.987328 1.112647 -7.586473 -0.015 0.015 0.010 0.436
I -4.958664 2.285848 0.486190 0.118 0.166 0.080 -0.033
O -2.157371 3.110728 -1.395816 0.266 0.853 -0.084 -0.121
H 0.664081 -9.361784 4.151985 -0.002 -0.002 0.021 0.296
H 3.655357 -3.718241 1.706084 -0.021 -0.067 0.048 0.075
C 0.231486 6.676346 -0.581869 -0.552 0.139 -0.438 -0.270
H 2.722421 -6.576840 1.905384 -0.093 -0.007 -0.049 0.116
H -1.079297 -6.878152 4.492122 0.082 0.165 -0.042 0.434
H -6.648425 2.743928 -5.292857 0.098 -0.048 -0.085 0.412
C 2.467302 -7.462242 2.486940 0.171 0.024 -0.042 -0.865
C -5.152011 -0.151524 -4.487311 0.182 -0.254 -0.073 -0.830
H 3.041053 -6.460979 4.305567 -0.131 0.142 0.004 0.289
C -0.138549 -8.778602 4.605421 0.024 -0.041 -0.019 -1.422
N 4.797342 -1.927808 1.706654 -0.018 0.279 0.040 0.132
C 3.736597 -0.958058 1.487032 -0.142 0.133 0.141 -0.715
H 5.027483 -4.907407 3.360174 -0.020 0.016 -0.007 0.303
H -0.005910 2.533453 1.504710 -0.167 0.024 -0.180 0.241
C 4.332426 -3.139135 2.354113 0.027 -0.245 0.012 -0.073
H 3.546963 6.264771 -0.550100 -0.060 0.073 0.034 0.381
H -0.618582 6.878689 -1.232789 0.196 0.041 -0.150 0.351
H -4.475100 0.165446 -7.662454 -0.025 -0.031 0.060 0.326
H 0.993275 7.511795 -2.931729 0.302 0.091 -0.143 0.377
H -5.425577 2.264499 -2.542675 0.082 0.046 -0.060 -0.118
C 2.244316 -7.129663 3.968035 0.115 -0.290 0.031 -0.681
H -4.361617 0.418992 -2.526801 0.074 0.103 -0.028 0.151
H 2.216571 -2.337420 0.706089 0.037 -0.007 0.017 0.172
H 3.090592 5.958579 1.829274 -0.020 0.039 -0.079 0.381
C 2.525926 6.347212 -0.185772 1.197 -0.073 -0.595 -0.616
H 0.804294 6.059101 2.688897 -0.123 0.090 -0.068 0.407
B -1.447171 3.711373 -0.385710 0.205 -0.717 -0.528 0.396
H 0.006138 -8.767924 5.686720 0.063 0.026 -0.017 0.335
H -3.670673 -1.047763 -3.191227 -0.007 0.002 -0.028 0.435
C -5.556509 2.849576 -3.452249 -0.109 0.033 0.098 -0.382
H -1.503894 2.884995 -2.076371 -0.196 -0.451 0.004 0.227
C 2.271815 6.168518 1.147503 0.590 -0.271 0.868 -0.760
C -3.742497 0.605020 -6.984002 0.045 -0.028 0.011 -1.441
H 3.749758 -2.858296 3.236725 -0.085 0.169 -0.119 0.404
H -4.581578 3.222979 -3.770044 0.010 -0.035 -0.011 0.242
C -4.023901 -0.047074 -3.451807 -0.046 -0.121 0.158 -0.710
H 4.699901 -3.851162 -0.287823 0.000 0.018 0.035 0.171
H 6.034820 -1.133645 0.235038 -0.162 0.072 0.077 0.394
C -6.259089 2.042319 -4.547620 -0.114 0.211 -0.073 -1.064
H -1.522157 6.785761 2.316749 0.101 -0.214 -0.053 0.580
C 5.715037 -2.114906 0.595371 0.255 -0.182 -0.046 -0.682
```
Forces are in eV/Å.

structure (SMILES)	CCOB(O)[Si@](Br)(CC(=O)I)Cc1cccc(C)c1.CCN(CC)CC.CCN(CC)CC.CCN(CC)CC
gap between HOMO and LUMO	8.17	eV

---

The following HOMO level values (in eV) correspond, in order, to the records above: -8.60, -7.11, -7.41, -8.01.
The following relative energy (zero: lowest compared OMol25 entry of this formula, charge and spin) values (in kcal per mole) correspond, in order, to the records above: 0.0, 115.4, 24.7, 0.0.
The following electronic energy values (in Ha) correspond, in order, to the records above: -856.65467, -326.94743, -2215.62910, -4756.41215.